[1]
# C22H24N2O4

A single C22H24N2O4 molecule (ωB97M-V with the def2-TZVPD basis set, the Open Molecules 2025 dataset).

```
52
Properties=species:S:1:pos:R:3:nbo_charge:R:1
C -0.360 -4.994 1.018 -0.254
H -1.117 -5.500 1.616 0.202
O -0.342 -3.663 1.475 -0.499
C 0.536 -2.789 0.903 0.306
C 0.538 -1.497 1.427 -0.267
C 1.363 -0.528 0.896 -0.137
C 2.205 -0.822 -0.170 -0.096
C 2.218 -2.116 -0.668 -0.158
C 1.397 -3.097 -0.143 -0.304
H 1.429 -4.087 -0.567 0.220
H 2.866 -2.364 -1.496 0.210
C 3.036 0.242 -0.864 -0.020
N 3.563 1.226 0.051 -0.343
C 2.932 2.304 0.592 -0.083
C 3.791 2.935 1.450 -0.292
C 4.994 2.207 1.437 -0.303
C 4.818 1.164 0.571 -0.048
H 5.496 0.384 0.286 0.209
H 5.882 2.428 1.996 0.223
H 3.581 3.819 2.020 0.222
H 1.923 2.565 0.341 0.193
H 3.910 -0.254 -1.302 0.220
C 2.219 0.886 -2.024 -0.506
C 0.752 0.471 -1.944 0.699
O 0.341 -0.531 -2.484 -0.602
N -0.012 1.314 -1.199 -0.634
C -1.323 1.125 -0.742 0.278
C -1.907 -0.137 -0.719 -0.424
C -3.193 -0.274 -0.219 0.432
C -3.894 0.838 0.254 -0.407
C -3.300 2.089 0.236 0.345
C -2.004 2.230 -0.261 -0.349
H -1.557 3.212 -0.261 0.213
O -3.887 3.234 0.680 -0.493
C -5.195 3.158 1.193 -0.252
H -5.244 2.509 2.073 0.177
H -5.458 4.175 1.480 0.199
H -5.902 2.800 0.438 0.178
H -4.890 0.675 0.628 0.228
O -3.863 -1.453 -0.141 -0.509
C -3.187 -2.631 -0.519 -0.259
H -3.904 -3.438 -0.375 0.196
H -2.881 -2.599 -1.569 0.181
H -2.312 -2.801 0.113 0.187
H -1.348 -0.975 -1.093 0.258
H 0.389 2.205 -0.945 0.396
H 2.334 1.969 -2.001 0.225
H 2.602 0.516 -2.975 0.244
H 1.349 0.463 1.323 0.215
H -0.127 -1.270 2.244 0.228
H -0.636 -5.054 -0.039 0.175
H 0.607 -5.483 1.171 0.179
```

Computed properties:
LUMO level (eV): 0.71
Gap between HOMO and LUMO (eV): 8.915
Electronic energy (eV): -34372.9669
HOMO level (eV): -8.21
SMILES: COc1ccc([C@@H](CC(=O)Nc2cc(OC)cc(OC)c2)n2cccc2)cc1



[2]
# C8H18O5Tb

A molecular structure, C8H18O5Tb (ωB97M-V with the def2-TZVPD basis set, the Open Molecules 2025 dataset).

```
32
Properties=species:S:1:pos:R:3:lowdin_spin:R:1
C -2.653 1.858 -0.566 0.012
O -1.347 1.819 -1.014 0.010
C -2.799 1.088 0.741 -0.002
O -2.440 -0.238 0.453 -0.142
C -2.542 -1.693 0.851 -0.596
C -1.390 -2.831 0.320 -0.044
O -0.367 -2.149 -0.563 0.029
C 0.806 -2.877 -0.815 0.002
Tb -0.401 0.195 -1.026 7.730
H -3.370 1.452 -1.311 0.002
H -2.986 2.896 -0.364 0.001
H -3.841 1.079 1.092 -0.005
H -2.155 1.444 1.560 -0.006
H -2.045 -1.505 -0.247 0.022
H -2.352 -1.576 1.924 -0.028
H -1.928 -3.275 -0.535 -0.007
H -0.902 -3.124 1.257 -0.004
H 1.640 -2.292 -0.417 0.000
H 0.834 -3.808 -0.235 0.001
H 0.912 -2.986 -1.905 0.000
O 0.829 0.058 0.899 -0.008
C 2.069 0.656 0.907 0.000
C 2.802 0.528 -0.417 0.002
O 1.857 0.647 -1.467 0.023
C 2.418 0.603 -2.775 0.006
H 2.678 0.310 1.757 -0.002
H 1.850 1.728 1.124 0.000
H 3.261 -0.473 -0.476 0.000
H 3.581 1.297 -0.513 0.000
H 1.596 0.661 -3.497 0.003
H 3.092 1.458 -2.914 0.000
H 2.979 -0.333 -2.918 0.000
```

Computed properties:
LUMO level (spin up / spin down) (eV): -10.13 / -9.74
Gap between HOMO and LUMO (spin up / spin down) (eV): 5.209 / 5.882
Electronic energy (eV): -41234.2210
Multiplicity: 8
Total charge: +2
HOMO level (spin up / spin down) (eV): -15.34 / -15.62



[3]
# C23H24ClO5

A molecular structure, C23H24ClO5 (ωB97M-V with the def2-TZVPD basis set, the Open Molecules 2025 dataset).

```
53
Properties=species:S:1:pos:R:3:nbo_charge:R:1
C -1.359 -2.545 -3.809 -0.627
C -0.118 -1.732 -3.562 -0.076
O -0.186 -1.083 -2.273 -0.544
C 0.921 -0.326 -2.109 0.798
C 0.842 0.666 -1.025 -0.573
C 0.602 0.374 0.296 -0.099
C 0.147 1.496 1.165 0.073
C 0.413 1.371 2.531 -0.239
C 0.199 2.442 3.397 -0.043
Cl 0.600 2.235 5.055 -0.016
C -0.323 3.650 2.916 -0.258
C -0.763 3.723 1.581 -0.206
C -0.523 2.658 0.708 -0.241
C 1.532 1.923 -1.426 0.805
O 2.431 2.463 -0.794 -0.674
O 1.138 2.419 -2.612 -0.523
C 2.051 3.462 -3.010 -0.076
C 1.558 3.889 -4.355 -0.621
O 1.891 -0.436 -2.840 -0.665
H -1.446 -2.711 -4.891 0.202
H -1.289 -3.535 -3.344 0.202
H -2.271 -2.049 -3.470 0.209
H 0.781 -2.355 -3.564 0.202
H -0.018 -0.941 -4.316 0.180
H 1.152 -0.504 0.771 0.231
H 0.853 0.451 2.905 0.229
H -0.450 4.475 3.607 0.211
H -1.258 4.632 1.234 0.207
H -0.833 2.746 -0.343 0.232
H 2.043 4.274 -2.271 0.185
H 3.057 3.023 -3.053 0.190
H 2.156 4.718 -4.735 0.194
H 1.641 3.047 -5.050 0.210
H 0.512 4.209 -4.296 0.204
C -1.373 -3.315 -0.355 -0.724
C -0.102 -2.535 -0.066 0.633
C -0.294 -1.324 0.809 -0.440
C -0.523 -1.767 2.235 -0.058
C 0.312 -2.704 2.865 -0.183
C 0.074 -3.151 4.174 -0.230
C -0.973 -2.593 4.919 -0.248
C -1.796 -1.636 4.328 -0.217
C -1.613 -1.282 2.983 -0.201
O 1.001 -2.899 -0.432 -0.576
H -2.125 -2.645 -0.801 0.233
H -1.179 -4.148 -1.058 0.216
H -1.812 -3.724 0.582 0.231
H -1.180 -0.803 0.473 0.236
H 1.173 -3.092 2.305 0.216
H 0.716 -3.916 4.611 0.205
H -1.087 -2.848 5.977 0.203
H -2.587 -1.162 4.914 0.207
H -2.315 -0.590 2.512 0.213
```

Computed properties:
LUMO level (eV): 2.84
Gap between HOMO and LUMO (eV): 5.218
Electronic energy (eV): -46998.3698
Total charge: -1
HOMO level (eV): -2.38



[4]
# C15H14ClNO2Ru

A molecular structure, C15H14ClNO2Ru (ωB97M-V with the def2-TZVPD basis set, the Open Molecules 2025 dataset).

```
34
Properties=species:S:1:pos:R:3:lowdin_spin:R:1
C -1.378 3.491 -0.297 -0.011
C -0.266 3.447 -1.198 0.110
C 0.920 3.090 -0.451 0.059
C 0.516 2.886 0.926 0.011
C -0.900 3.144 1.009 0.123
Ru -0.464 1.434 -0.450 1.927
C -0.546 0.992 -2.400 0.204
C -2.065 0.789 -2.248 0.041
C -2.975 1.162 -3.229 0.123
N -2.237 0.525 -0.988 0.209
H 1.928 3.009 -0.842 0.009
H -0.284 3.715 -2.252 0.011
H 1.177 2.661 1.752 0.002
H -1.495 3.090 1.919 0.015
H -2.384 3.814 -0.549 -0.002
H -0.282 1.680 -3.204 0.023
H -2.956 -0.044 -0.567 0.022
H -0.047 0.025 -2.545 0.032
H -2.626 1.340 -4.247 0.012
H -4.001 1.405 -2.980 0.012
Cl 2.178 -6.252 2.899 0.163
C 1.863 -4.697 2.260 0.476
C 2.518 -3.583 2.808 0.134
C 2.221 -2.311 2.318 0.202
C 1.263 -2.146 1.312 0.467
C 0.651 -3.263 0.730 0.155
C 0.945 -4.545 1.205 0.180
C 0.906 -0.747 0.897 0.082
O 1.564 0.236 1.306 0.113
O -0.122 -0.668 0.102 0.072
H 3.241 -3.706 3.608 0.004
H 2.721 -1.426 2.708 0.008
H -0.054 -3.123 -0.092 0.005
H 0.468 -5.423 0.779 0.008
```

Computed properties:
LUMO level (spin up / spin down) (eV): 2.56 / -0.49
Gap between HOMO and LUMO (spin up / spin down) (eV): 2.919 / 2.870
Electronic energy (eV): -36464.2110
Multiplicity: 6
Total charge: -1
HOMO level (spin up / spin down) (eV): -0.35 / -3.36



[5]
# C5H7NS

A single C5H7NS molecule (ωB97M-V with the def2-TZVPD basis set, the Open Molecules 2025 dataset).

```
14
Properties=species:S:1:pos:R:3:nbo_charge:R:1
C -2.391 -0.009 0.671 -0.767
C 0.765 -1.128 -0.501 -0.071
C 1.968 -0.715 -0.051 -0.293
C 2.024 0.727 -0.114 -0.299
C 0.758 1.137 -0.450 -0.064
H -3.418 -0.319 0.504 0.229
H -1.903 -0.706 1.318 0.230
H -2.461 1.026 1.128 0.218
H 0.341 -2.122 -0.675 0.224
H 2.783 -1.408 0.200 0.222
H 2.881 1.375 0.065 0.227
H 0.325 2.122 -0.537 0.221
N -0.018 0.002 -0.587 -0.512
S -1.654 0.018 -0.971 0.434
```

Computed properties:
LUMO level (eV): 0.84
Gap between HOMO and LUMO (eV): 9.420
Electronic energy (eV): -17622.9171
HOMO level (eV): -8.58
SMILES: CSn1cccc1